1.
ORCA calculation (wB97M-V/def2-TZVPD) on 2 unconnected molecules or ions with the total composition C15H28N3O7 at a distorted geometry.

Values from the calculation:
- Total charge: -1
- F_max: 0.040 hartree/bohr
- Orbital gap: 0.2902 Ha
- E_tot: -1279.4714 hartree

XYZ file:
```
53
C15H28N3O7 (wB97M-V/def2-TZVPD)
O 1.17728 -1.06196 5.38276
O -0.54681 0.52839 -0.21633
O 3.95883 2.23138 2.01062
O 0.94019 -0.95605 0.45470
O 0.09414 1.72831 -4.61448
O -2.59650 2.28806 -3.95048
O -2.76602 0.88483 -1.61602
C 1.81383 -0.78948 4.37589
C 0.44191 0.18815 0.47944
C 3.12420 1.80569 2.80310
N 3.07942 2.25302 4.06596
N -0.83004 -1.22802 -2.49787
N 1.38409 0.15467 3.54528
C 3.11786 -1.50371 4.09041
C 3.98081 3.25938 4.62017
C -2.63436 -3.67590 -2.12682
C -2.82667 -1.94110 -0.34781
C -0.00799 -0.42440 -3.42363
C -0.56792 0.99940 -3.57269
C -2.06610 0.95631 -3.92106
C -2.84373 0.16124 -2.86134
C -2.27141 -1.27516 -2.80111
C -3.04075 -2.22199 -1.84530
C 1.09717 1.26140 1.36266
C 2.11135 0.71701 2.39056
H -0.41925 2.54274 -4.76569
H -2.78196 2.51980 -3.01604
H -1.90552 0.68880 -1.13770
H 2.37506 1.84730 4.66387
H -0.66817 -0.91821 -1.52139
H 0.44802 0.48697 3.70951
H 3.30265 -2.23078 4.87813
H 3.03081 -2.01832 3.13388
H 3.93145 -0.78374 4.04900
H 3.83444 3.34616 5.69677
H 5.01418 2.97317 4.41699
H 3.78800 4.22223 4.14469
H -1.57391 -3.82875 -1.90109
H -2.80469 -3.92512 -3.17858
H -3.22295 -4.36299 -1.51145
H -3.22121 -0.96318 -0.06505
H -3.34581 -2.69230 0.25445
H -1.76287 -1.97666 -0.09262
H 0.01210 -0.90834 -4.40471
H 1.02052 -0.37582 -3.05205
H -0.42945 1.52578 -2.62258
H -2.19197 0.48368 -4.90085
H -3.89339 0.10439 -3.16558
H -2.38191 -1.69338 -3.80739
H -4.10924 -2.12018 -2.05858
H 1.61687 1.94651 0.69108
H 0.32601 1.83564 1.87989
H 2.68939 -0.06487 1.89649
```

Here are the Mulliken charges for atoms 1 to 2, given in e: number 1, O, carries -0.70; number 2, O, carries -0.60

=====

2.
ORCA calculation (wB97M-V/def2-TZVPD) on a gas-phase ion, C17H29N2O2 (charge +1).

Values from the calculation:
- Total charge: +1
- SMILES string: CCc1ccc(OCCOCC[NH+]2CCN(C)CC2)cc1
- F_max: 0.018 hartree/bohr
- Orbital gap: 0.3475 Ha
- E_tot: -924.9231 hartree

XYZ file:
```
50
C17H29N2O2 (wB97M-V/def2-TZVPD)
C 5.43996 -0.32564 2.20598
H 5.91476 0.04838 1.30231
H 6.22005 -0.51496 2.93863
H 4.77986 0.44172 2.60455
C 4.67526 -1.61461 1.93406
C 3.50618 -1.48833 0.99702
C 2.63956 -2.56719 0.85585
C 1.54976 -2.52467 0.00424
C 1.31385 -1.37632 -0.73304
C 2.16713 -0.28775 -0.60926
C 3.25110 -0.34714 0.24614
H 3.90124 0.50903 0.31533
H 1.98898 0.59439 -1.20619
O 0.23290 -1.20178 -1.59981
C -0.55316 -2.33834 -1.93227
C -1.51480 -1.95407 -3.06360
H -2.15618 -2.81250 -3.27496
H -0.94963 -1.70488 -3.96647
O -2.37264 -0.89116 -2.69914
C -1.94464 0.41233 -3.04782
C -2.12742 1.34289 -1.84566
N -1.40313 0.79155 -0.67230
H -0.72999 0.07869 -1.06074
C -2.29109 0.04517 0.25660
C -3.15512 0.98569 1.08874
N -2.29996 1.89471 1.82464
C -3.02996 2.68737 2.79252
H -2.32537 3.30186 3.34798
H -3.78021 3.34021 2.32665
H -3.53002 2.01926 3.48975
C -1.53736 2.70456 0.89684
C -0.62110 1.79158 0.08996
H -0.00473 2.36946 -0.59972
H 0.03067 1.25127 0.77999
H -0.92003 3.40155 1.46575
H -2.18602 3.29528 0.22487
H -3.72432 0.38624 1.80121
H -3.88032 1.52429 0.45229
H -2.90708 -0.63596 -0.33254
H -1.65269 -0.52714 0.93293
H -1.74081 2.33147 -2.09457
H -3.18870 1.42761 -1.61295
H -0.89473 0.40667 -3.35958
H -2.55279 0.78491 -3.88213
H 0.08780 -3.15631 -2.27428
H -1.12531 -2.66785 -1.05591
H 0.90639 -3.38623 -0.07376
H 2.81938 -3.46734 1.42418
H 4.31084 -2.02229 2.88090
H 5.36366 -2.35569 1.51677
```

Here are the Mulliken charges for atoms 1 to 2, given in e: number 1, C, carries -1.46; number 2, H, carries 0.33

=====

3.
ORCA calculation (wB97M-V/def2-TZVPD) on a single C3H3NOS2 molecule at a distorted geometry.

Values from the calculation:
- Total charge: 0
- SMILES string: S=C1CON=CS1
- F_max: 0.030 hartree/bohr
- Orbital gap: 0.3100 Ha
- E_tot: -1042.3896 hartree

XYZ file:
```
10
C3H3NOS2 (wB97M-V/def2-TZVPD)
C -0.06659 0.73677 1.00956
C 1.08639 -0.10247 0.39740
C -1.24459 -0.36044 -1.16442
H 2.07279 0.30047 0.68830
H 1.00659 -1.12714 0.74503
H -2.12838 -0.83821 -1.62034
N -0.10679 -0.85448 -1.47124
O 0.95549 -0.06129 -1.02434
S -0.14728 1.37982 2.48960
S -1.42764 0.92695 -0.04955
```

Here are the Mulliken charges for atoms 1 to 2, given in e: number 1, C, carries 0.22; number 2, C, carries -0.30

=====

4.
ORCA calculation (wB97M-V/def2-TZVPD) on a molecular structure, C10H18N2OP at a distorted geometry.

Values from the calculation:
- Total charge: +1
- F_max: 0.111 hartree/bohr
- Orbital gap (alpha / beta): 0.2463 / 0.2463 Ha
- E_tot: -917.4477 hartree

XYZ file:
```
32
C10H18N2OP (wB97M-V/def2-TZVPD)
C -0.68732 -2.24840 -1.66441
C -1.61838 -1.54507 -0.86418
C 0.54210 -1.89160 -2.25859
C -1.59949 -0.20042 -0.51709
C 0.86324 0.21379 -1.03574
C 1.97776 0.17713 -2.24889
C 1.71695 1.51650 0.90297
C 3.09539 -0.24637 0.15299
C 0.98143 -0.84437 1.40485
C 1.60084 0.08112 0.38466
N 1.17365 -0.81113 -1.93700
N -4.31456 1.95805 1.62529
O -0.48026 0.61525 -1.00957
P -2.90289 0.85346 0.13873
H -0.91699 -3.27763 -1.84254
H -2.59050 -1.98781 -0.67708
H 0.88667 -2.52572 -3.05557
H 2.70400 0.52445 -2.93006
H 1.91874 2.25182 -0.02991
H 0.71814 1.88803 1.30759
H 2.49367 1.59793 1.65892
H 3.37545 -1.35874 0.13070
H 3.69331 0.07659 1.05235
H 3.60414 0.17051 -0.83120
H 0.68846 -1.82316 1.00056
H -0.07071 -0.54121 1.70989
H 1.64413 -0.91835 2.32429
H -4.92064 1.90722 2.43127
H -4.79488 2.39174 0.84496
H -3.45394 2.36598 1.93300
H -2.05254 1.81915 0.72977
H -3.27495 -0.18875 1.16903
```

Here are the Mulliken charges for atoms 1 to 2, given in e: number 1, C, carries -0.51; number 2, C, carries -0.40

=====

5.
ORCA calculation (wB97M-V/def2-TZVPD) on 2 unconnected molecules or ions with the total composition C10H16 at a distorted geometry.

Values from the calculation:
- Total charge: 0
- SMILES string: Cc1ccccc1.CCC
- F_max: 0.038 hartree/bohr
- Orbital gap: 0.3679 Ha
- E_tot: -390.6147 hartree

XYZ file:
```
26
C10H16 (wB97M-V/def2-TZVPD)
C 0.53870 -3.46074 -0.66563
C -0.77439 -3.39559 0.11884
C 1.42015 -2.27686 -0.27506
H 1.10261 -4.39101 -0.63099
H 0.26520 -3.29730 -1.71582
H -0.50483 -3.39807 1.18213
H 2.44190 -2.30630 -0.65094
H 0.92355 -1.35045 -0.56488
H -1.44802 -4.21977 -0.09680
H -1.25659 -2.42583 0.00902
H 1.51634 -2.15409 0.81150
C -1.78539 1.37204 -1.21795
C 1.09966 2.92028 1.56094
C 0.41719 3.78470 0.69974
C 0.96112 1.55966 1.34315
C -0.45819 3.28006 -0.24529
C -0.06836 1.05504 0.58622
C -0.79073 1.92708 -0.24016
H 1.85992 3.36558 2.17293
H 0.44735 4.85787 0.84803
H 1.54827 0.87356 1.94752
H -0.89261 3.92582 -0.99584
H -0.36215 0.01791 0.53401
H -2.79504 1.35477 -0.79715
H -1.53502 0.39259 -1.59923
H -1.87062 1.98904 -2.11830
```

Here are the Mulliken charges for atoms 1 to 2, given in e: number 1, C, carries -0.20; number 2, C, carries -1.00

=====

6.
ORCA calculation (wB97M-V/def2-TZVPD) on a single C4H6OS molecule at a distorted geometry.

Values from the calculation:
- Total charge: 0
- SMILES string: C=C(C)OC=S
- F_max: 0.040 hartree/bohr
- Orbital gap: 0.3493 Ha
- E_tot: -629.3883 hartree

XYZ file:
```
12
C4H6OS (wB97M-V/def2-TZVPD)
C -1.06926 0.69455 1.53047
C -0.14294 1.09413 0.39064
C -0.21734 2.10877 -0.49358
C 1.03227 -0.84140 -0.25578
H -1.59267 -0.27877 1.34556
H -0.52262 0.62621 2.49970
H -1.84823 1.45257 1.60073
H -1.05545 2.73976 -0.52799
H 0.57089 2.35026 -1.24358
H 2.06827 -1.20384 -0.27704
O 1.00165 0.30120 0.41154
S -0.20311 -1.65201 -0.85751
```

Here are the Mulliken charges for atoms 1 to 2, given in e: number 1, C, carries -0.89; number 2, C, carries 0.67